13
Properties=species:S:1:pos:R:3:forces:R:3:mulliken_charge:R:1 method="wB97M-V/def2-TZVPD" e_above_lowest_kcal_mol=32.5 multiplicity=1 largest_force_ev_per_a=1.5 total_energy_ha=-700.8374 homo_energy_ev=-8.63 molar_mass_g_mol=118.2 homo_lumo_gap_ha=0.3498
S 1.31348 -0.88832 -0.00607 -0.8809 0.9439 -0.1065 -0.05
O -3.78847 -0.99808 0.00354 0.6735 0.6606 0.0824 -0.53
N 0.55534 0.69925 0.04851 -0.0318 -0.8880 -0.3294 -0.40
N -1.62609 -0.25541 -0.01635 0.1296 -0.6363 0.1322 -0.13
C -2.99126 -0.08301 -0.00615 -0.5402 -0.8782 -0.1670 0.13
C 2.99572 -0.28968 -0.02426 0.4219 0.1461 1.4559 -0.76
C -0.71660 0.77864 -0.01539 0.7490 0.2885 0.1630 0.23
H -1.15069 1.77800 -0.07934 0.0082 -0.1551 0.1182 0.23
H -1.26408 -1.20564 0.09011 -0.3507 0.3469 -0.1403 0.19
H 3.20841 0.10919 1.00204 0.0858 -0.4136 -0.9352 0.26
H 3.66491 -1.14291 -0.24456 -0.3663 0.5305 0.0318 0.31
H 3.10081 0.53059 -0.72343 0.0485 -0.1264 -0.3072 0.27
H -3.30150 0.96739 -0.02863 0.0532 0.1811 0.0021 0.26